Formula: C38H91N3O26
Source: the OMol25 dataset
Level of theory: ωB97M-V/def2-TZVPD

Last column: Mulliken charge in e.
Cartesian coordinates (Å):
C1 -1.514 -2.134 5.518  -1.327
C2 -1.094 -1.670 4.240  -0.498
C3 -0.659 -0.995 2.767  1.726
C4 0.074 -2.194 1.952  -1.298
N1 0.209 -2.006 0.459  0.180
C5 -0.006 -3.359 -0.253  -0.697
N2 -0.529 -2.972 -1.651  -0.360
C6 -2.099 -0.488 2.110  -0.390
C7 -2.893 -1.928 1.413  1.513
C8 -4.575 -2.055 1.791  -1.247
O1 -3.380 -2.993 2.434  -0.376
O2 0.103 0.181 3.113  -0.508
C9 1.249 0.504 2.294  -0.146
C10 0.930 1.154 0.811  0.495
C11 1.741 0.781 -0.585  -0.445
C12 1.490 1.445 -2.051  -0.355
N3 0.456 2.504 -2.220  -0.271
C13 -0.322 2.862 -1.001  -0.225
C14 -0.227 2.330 0.535  -0.454
H1 -2.135 -2.402 6.493  0.379
H2 1.178 -2.319 2.390  0.430
H3 -0.469 -3.218 2.237  0.477
H4 1.248 -1.837 0.308  0.206
H5 1.004 -3.948 -0.295  0.314
H6 -0.884 -3.981 0.238  0.322
H7 -1.195 -2.165 -1.488  0.122
H8 0.292 -2.533 -2.127  0.252
H9 -1.972 0.155 1.139  0.246
H10 -2.853 -0.060 2.893  0.359
H11 -2.524 -2.283 0.265  -0.418
H12 -5.188 -3.005 2.013  0.330
H13 -4.732 -2.194 0.613  -0.039
H14 1.815 1.389 2.870  0.384
H15 2.092 -0.339 2.217  0.194
H16 2.604 -0.034 -0.513  0.266
H17 2.157 1.132 -2.991  0.305
H18 -1.132 3.726 -1.167  0.242
H19 -0.904 2.748 1.412  0.310
C15 1.685 0.090 7.115  -0.166
C16 2.317 0.912 5.998  -0.424
O3 2.513 0.077 4.854  -0.244
O4 2.520 -1.021 7.429  -0.598
H20 1.548 0.692 8.018  0.377
H21 0.715 -0.309 6.800  0.051
H22 3.302 1.279 6.301  0.215
H23 1.688 1.761 5.717  0.308
H24 1.634 -0.126 4.489  0.105
H25 2.885 -1.331 6.577  0.355
C17 -8.398 -1.239 1.525  -0.080
C18 -8.358 -0.130 2.569  -0.490
O5 -8.137 1.122 1.917  -0.540
O6 -7.178 -1.254 0.789  -0.390
H26 -8.537 -2.218 1.994  0.326
H27 -9.209 -1.067 0.810  -0.063
H28 -7.525 -0.284 3.262  0.257
H29 -9.291 -0.078 3.138  0.340
H30 -8.946 1.337 1.419  0.316
H31 -6.923 -0.317 0.673  0.333
C19 5.717 -0.587 3.967  0.484
C20 7.047 -0.618 4.710  -0.711
O7 7.805 0.543 4.365  -0.517
O8 5.950 -0.527 2.562  -0.484
H32 5.122 -1.479 4.185  0.356
H33 5.141 0.303 4.241  -0.300
H34 7.636 -1.489 4.408  0.267
H35 6.902 -0.642 5.794  0.357
H36 7.361 1.310 4.769  0.287
H37 6.728 0.055 2.445  0.335
C21 -0.402 4.067 -6.714  -0.314
C22 -1.799 3.986 -6.113  -0.279
O9 -1.693 3.834 -4.695  -0.517
O10 0.338 2.896 -6.378  -0.524
H38 -0.445 4.153 -7.803  0.186
H39 0.144 4.925 -6.309  0.305
H40 -2.330 3.107 -6.492  0.106
H41 -2.386 4.882 -6.334  0.328
H42 -1.364 4.678 -4.338  0.327
H43 0.081 2.670 -5.462  0.358
C23 -1.108 -5.764 8.673  -0.275
C24 -2.195 -4.809 9.151  -0.469
O11 -3.230 -4.743 8.167  -0.513
O12 -0.595 -5.323 7.419  -0.504
H44 -0.284 -5.815 9.390  0.322
H45 -1.516 -6.769 8.524  0.248
H46 -1.794 -3.797 9.266  0.241
H47 -2.626 -5.133 10.103  0.338
H48 -3.691 -5.601 8.175  0.301
H49 -1.363 -4.975 6.922  0.310
C25 -0.663 -3.446 -6.108  -0.260
C26 -1.672 -4.396 -5.474  0.016
O13 -1.082 -5.009 -4.325  -0.570
O14 0.519 -4.160 -6.459  -0.538
H50 -1.072 -2.981 -7.010  0.300
H51 -0.373 -2.662 -5.402  0.207
H52 -1.933 -5.199 -6.170  0.327
H53 -2.584 -3.873 -5.172  -0.138
H54 -0.991 -4.320 -3.644  0.320
H55 0.662 -4.811 -5.743  0.351
C27 -5.553 -3.142 -3.047  -0.317
C28 -4.223 -3.173 -2.304  -0.193
O15 -3.465 -2.012 -2.649  -0.494
O16 -5.320 -3.082 -4.452  -0.557
H56 -6.148 -4.034 -2.829  0.382
H57 -6.128 -2.253 -2.773  0.194
H58 -3.634 -4.045 -2.606  0.264
H59 -4.368 -3.197 -1.220  0.123
H60 -3.909 -1.245 -2.246  0.304
H61 -4.542 -2.500 -4.570  0.297
C29 -10.907 0.202 -2.797  -0.283
C30 -10.896 -1.170 -2.134  -0.266
O17 -12.043 -1.293 -1.290  -0.535
O18 -10.920 1.220 -1.800  -0.523
H62 -10.025 0.341 -3.429  0.311
H63 -11.807 0.330 -3.407  0.266
H64 -10.014 -1.283 -1.497  0.034
H65 -10.909 -1.976 -2.874  0.334
H66 -12.824 -1.350 -1.869  0.322
H67 -11.495 0.885 -1.083  0.339
C31 9.418 0.844 -1.187  -0.193
C32 8.020 0.762 -0.586  -0.500
O19 8.126 0.611 0.832  -0.560
O20 10.157 -0.328 -0.851  -0.564
H68 9.374 0.930 -2.277  0.349
H69 9.964 1.701 -0.782  0.177
H70 7.489 -0.116 -0.965  0.325
H71 7.433 1.658 -0.807  0.292
H72 8.456 1.454 1.189  0.241
H73 9.900 -0.553 0.065  0.339
C33 6.128 4.424 2.629  -0.312
C34 5.120 3.474 3.264  -0.551
O21 5.710 2.861 4.412  -0.378
O22 7.311 3.710 2.278  -0.416
H74 5.720 4.890 1.728  0.315
H75 6.419 5.208 3.336  0.292
H76 4.858 2.671 2.568  0.214
H77 4.208 3.998 3.565  0.380
H78 5.801 3.551 5.094  0.242
H79 7.453 3.059 2.995  0.254
C35 -1.073 2.473 -9.725  -0.183
C36 -2.253 1.509 -9.689  -0.410
O23 -3.066 1.718 -10.846  -0.568
O24 -1.548 3.816 -9.782  -0.516
H80 -0.445 2.361 -8.836  0.186
H81 -0.463 2.305 -10.618  0.292
H82 -2.881 1.703 -8.814  0.195
H83 -1.921 0.467 -9.668  0.330
H84 -2.562 1.399 -11.616  0.338
H85 -2.338 3.797 -10.359  0.353
C37 8.853 6.646 -0.340  -0.252
C38 8.036 5.563 -1.034  -0.438
O25 8.636 4.290 -0.786  -0.484
O26 10.198 6.613 -0.811  -0.542
H86 8.438 7.639 -0.533  0.351
H87 8.882 6.475 0.741  0.193
H88 8.038 5.716 -2.118  0.296
H89 7.002 5.548 -0.677  0.247
H90 8.496 4.082 0.154  0.273
H91 10.416 5.667 -0.932  0.343

Values from the calculation:
Kohn-Sham gap: 7.955 eV
Highest occupied orbital energy: -8.509 eV
Max |F|: 10.013 eV Å⁻¹